Density functional theory data (wB97M-V/def2-TZVPD) for C20H34InO14 as an isolated structure in a non-equilibrium geometry.

XYZ file:
```
69
Properties=species:S:1:pos:R:3:forces:R:3
In 14.0594 20.9325 -7.7550 -0.277 0.308 -1.488
C 12.3468 19.1181 -10.6260 0.238 -1.946 -1.338
C 13.4081 19.9106 -11.3993 1.012 1.109 1.883
O 14.1954 20.5741 -10.4837 -0.090 0.546 1.127
H 12.8865 18.2044 -10.3560 -0.032 0.197 0.672
H 11.6199 18.6959 -11.3291 -0.357 0.499 0.104
H 11.8848 19.5564 -9.7494 0.064 0.449 -0.163
H 12.9498 20.7560 -11.9588 -0.217 -0.222 -0.321
H 14.0955 19.3025 -11.9910 -0.649 -0.236 -0.555
C 11.9119 24.5083 -10.0000 -0.426 0.324 1.071
C 13.2480 23.7892 -10.1504 -0.874 0.008 0.338
O 13.8674 23.5079 -8.9982 0.329 -0.887 0.306
H 11.3216 24.8114 -10.8629 0.514 -0.323 -0.470
H 12.0572 25.4170 -9.4124 0.050 -0.044 0.026
H 11.2764 23.8582 -9.3902 -0.015 -0.025 -0.079
H 13.9961 24.5764 -10.4763 0.166 -0.205 -0.541
H 13.2062 22.9290 -10.8249 0.414 0.246 -0.371
C 12.1442 22.7968 -13.7450 0.511 0.297 -0.298
C 10.7761 22.4549 -14.2870 -0.667 0.043 0.358
C 9.7410 23.5902 -14.1773 0.657 0.225 -0.113
O 9.1808 23.6772 -15.4801 -0.199 0.024 0.285
C 10.0453 23.1066 -16.3481 0.579 0.408 -0.233
O 10.1400 23.3896 -17.4927 -0.338 -0.418 -0.110
O 10.8637 22.2349 -15.6991 0.030 0.197 0.142
H 12.2207 23.2741 -12.7649 -0.699 -0.546 0.278
H 12.6182 23.5749 -14.3502 -0.042 -0.349 -0.478
H 12.7322 21.8811 -13.7791 0.376 0.241 0.049
H 10.3919 21.5321 -13.8455 0.052 -0.015 0.037
H 10.2848 24.5185 -13.9755 -0.203 0.119 0.053
H 8.9663 23.4626 -13.4268 -0.097 -0.174 -0.110
C 16.2413 13.6793 -8.2517 0.477 0.900 -0.783
C 14.9034 14.3693 -8.4197 -0.206 -0.285 0.867
C 14.1643 14.6103 -7.1087 1.518 -0.087 1.970
O 13.9141 16.0274 -7.0327 -0.677 0.299 -0.288
C 14.5813 16.6334 -8.0088 -0.154 -0.990 -1.142
O 14.6614 17.8027 -8.2445 -0.211 0.575 0.627
O 15.1248 15.7205 -8.8457 0.098 0.025 -0.413
H 16.9398 14.3565 -7.7547 -0.211 -0.212 0.566
H 16.6945 13.6152 -9.2450 -0.132 -0.537 -0.008
H 16.1776 12.7064 -7.7743 -0.010 -0.009 0.002
H 14.2949 13.7769 -9.1069 -0.109 0.606 -0.384
H 14.8718 14.4948 -6.2775 0.050 -0.472 -0.163
H 13.3319 13.9758 -6.8207 -0.543 0.438 -0.614
C 8.9009 21.0289 -11.0878 -0.169 -0.154 -0.077
C 8.7192 21.2424 -9.6058 -0.164 1.235 -0.211
C 8.3427 20.0435 -8.7658 0.713 -0.588 -0.954
O 9.2309 20.1184 -7.6483 -0.118 0.289 0.591
C 10.1577 21.0654 -7.8486 -0.360 0.276 -0.604
O 11.0245 21.3692 -7.0844 0.505 -0.365 0.066
O 9.9956 21.6580 -9.0549 0.058 -0.580 0.443
H 9.5909 20.1975 -11.2396 0.199 0.192 -0.137
H 9.2616 21.9563 -11.5314 0.270 -0.128 -0.025
H 7.9888 20.7769 -11.6313 -0.201 -0.003 0.350
H 8.0757 22.1010 -9.3961 -0.271 -0.182 -0.178
H 8.6202 19.1426 -9.3220 -0.277 -0.139 0.164
H 7.2908 20.0121 -8.5026 0.112 0.032 0.431
C 15.3428 14.4392 -13.5690 -1.192 -0.645 -0.014
C 14.8322 15.8259 -13.2606 0.769 0.645 0.416
C 15.1950 16.2767 -11.8280 1.309 -0.302 -0.616
O 16.3765 17.0679 -12.0329 -0.204 0.531 0.045
C 16.4633 17.4486 -13.3264 -0.461 0.210 -0.002
O 17.2158 18.2583 -13.7544 0.157 -0.123 0.010
O 15.5150 16.8156 -14.0550 -0.211 -0.052 -0.178
H 14.9342 13.8325 -12.7532 0.473 -0.298 -0.020
H 16.4208 14.3401 -13.6665 0.072 0.277 0.388
H 14.9095 13.9935 -14.4656 -0.005 0.359 -0.164
H 13.7639 15.9779 -13.3995 -0.010 -0.355 -0.365
H 15.6031 15.4881 -11.2055 -0.825 -0.296 0.170
H 14.4058 16.8537 -11.3504 0.129 0.057 0.173
```
Positions in Å, forces in eV/Å.

As for the LUMO energy: -7.848 eV. As for the HOMO-LUMO gap: 4.1 eV. For the HOMO energy, the calculation gives -11.95 eV. The value obtained for the total energy is -2025.529670 a.u. As for the net charge: +1.

Density functional theory data (wB97M-V/def2-TZVPD) for a 6-piece molecular cluster, C20H56N4O6 overall in a non-equilibrium geometry.

XYZ file:
```
86
Properties=species:S:1:pos:R:3:forces:R:3
C -1.8250 -1.7857 7.4379 -1.010 0.389 -0.647
C -2.7978 -0.8126 8.1376 0.557 -0.772 1.363
O -2.1123 0.3268 8.6135 0.238 1.018 -0.452
H -1.6395 -1.4359 6.4224 0.214 0.118 -0.055
H -2.2876 -2.7648 7.3133 -0.003 -0.110 0.191
H -0.8635 -1.8933 7.9399 -0.262 0.166 0.250
H -3.1546 -1.2295 9.0794 -0.196 -0.695 -0.155
H -3.7027 -0.5123 7.6092 0.193 -0.285 -0.582
H -2.3757 1.0658 8.0602 0.267 0.171 0.084
C 0.9401 -1.3409 1.2799 0.251 -0.535 0.138
C 0.8925 -0.2066 0.2556 -1.088 -2.301 0.054
O 1.3065 0.9303 0.8797 1.264 2.122 0.207
H 0.3248 -1.1899 2.1668 -0.222 0.302 -0.120
H 1.9677 -1.3887 1.6400 0.089 0.015 0.066
H 0.7131 -2.3397 0.9071 -0.161 0.057 -0.337
H -0.0853 -0.0992 -0.2138 -0.309 0.026 0.098
H 1.5452 -0.5144 -0.5613 0.412 0.533 -0.021
H 0.6062 1.3816 1.3568 -0.239 -0.106 -0.105
C -7.2145 -3.9562 -0.5827 1.701 -1.624 -0.725
C -6.3717 -5.1288 0.0508 -0.546 1.217 0.066
C -4.9079 -4.8000 0.3979 0.774 0.281 -1.725
O -4.3656 -5.8218 1.2026 -0.127 -1.182 0.558
C -3.0802 -5.6247 1.8100 -1.016 0.641 -0.740
N -6.9767 -5.4591 1.3024 -0.732 -0.906 0.070
H -7.1755 -3.0419 0.0095 -0.010 -0.087 -0.022
H -8.2340 -4.2855 -0.7832 0.042 0.012 0.407
H -6.7514 -3.8312 -1.5615 -0.116 0.745 -0.158
H -6.3824 -6.0332 -0.5575 -0.140 0.139 -0.371
H -4.8860 -3.7900 0.8071 0.187 0.103 0.738
H -4.2855 -4.7693 -0.4964 0.040 0.270 -0.442
H -3.2231 -4.6485 2.2735 1.092 0.061 0.374
H -2.2721 -5.6854 1.0809 0.001 0.592 -0.315
H -2.8149 -6.4130 2.5144 -0.798 0.032 0.206
H -6.2847 -6.1307 1.6030 -0.400 -0.174 1.462
H -6.9295 -4.6161 1.8567 0.054 -0.115 0.615
C 1.5818 -3.0897 -7.3632 0.732 0.854 0.401
C 1.6327 -3.0652 -5.8184 -2.810 -0.224 -1.357
C 2.1489 -1.7553 -5.2305 1.978 0.053 0.622
O 3.3625 -1.3396 -5.8663 0.216 -1.333 -0.841
C 4.3921 -0.6940 -5.1517 -1.094 -0.063 0.525
N 0.1865 -3.1658 -5.3560 1.232 0.504 0.555
H 0.8271 -3.7535 -7.7851 0.322 -0.465 0.304
H 2.5864 -3.2742 -7.7437 -0.159 -0.070 -0.387
H 1.2653 -2.1007 -7.6945 0.166 0.212 -0.134
H 2.1538 -3.9597 -5.4771 0.236 0.332 0.356
H 2.3688 -1.9859 -4.1881 -0.129 0.237 0.344
H 1.5216 -0.8647 -5.2689 -0.898 -0.454 -0.109
H 4.0187 0.3048 -4.9258 0.698 0.577 -0.276
H 5.3027 -0.7839 -5.7440 -0.195 0.522 -0.056
H 4.6074 -1.1103 -4.1676 -0.115 -0.599 0.136
H -0.2775 -3.9845 -5.7229 0.229 -0.193 -0.109
H -0.2553 -2.3723 -5.7978 -0.410 0.116 0.043
C 0.1928 5.8570 1.3567 -1.861 0.340 -0.406
C -1.2057 5.2124 1.4986 -0.934 0.408 -0.529
C -1.9759 4.9643 0.1485 0.875 2.059 1.244
O -3.3413 4.5828 0.3032 0.466 -1.260 0.022
C -3.8238 4.1772 -0.9554 -0.388 0.608 -1.371
N -1.1003 3.9787 2.1788 0.260 -2.008 0.890
H 0.7538 5.3471 0.5735 0.326 0.167 0.250
H 0.6814 5.9169 2.3293 0.191 -0.445 -0.136
H -0.0359 6.8934 1.1084 0.512 0.104 -0.470
H -1.8459 5.8577 2.1001 -0.050 0.679 -0.102
H -1.3107 4.3286 -0.4359 -0.544 -0.487 -0.322
H -2.0894 5.9525 -0.2973 0.693 0.175 -0.589
H -3.4676 4.8401 -1.7439 0.584 0.299 -0.074
H -4.8918 4.3120 -1.1268 -0.274 -0.237 1.073
H -3.5563 3.1817 -1.3096 0.218 -0.317 0.601
H -1.9933 3.7354 2.5830 -0.177 -0.276 -0.131
H -0.4654 4.0351 2.9623 0.174 0.082 0.053
C 6.7226 1.0328 0.0817 0.956 0.312 0.361
C 6.2842 2.3967 0.6479 -1.550 -1.015 -2.167
C 5.7684 3.2333 -0.5699 -0.560 1.515 1.480
O 5.3476 4.5095 0.0183 0.183 -0.039 -0.758
C 4.8927 5.4877 -0.9232 0.328 -0.323 0.425
N 5.2327 2.0685 1.6086 -0.569 0.780 0.298
H 7.5946 1.2182 -0.5454 0.014 -0.460 -0.216
H 5.9537 0.4822 -0.4603 -0.258 0.569 -0.365
H 6.9785 0.3164 0.8623 0.345 0.330 0.277
H 7.1020 3.0084 1.0287 -0.038 -0.417 0.612
H 4.8883 2.8137 -1.0573 -0.016 -0.459 -0.051
H 6.5354 3.4440 -1.3150 0.252 -0.179 -0.053
H 5.6201 5.6973 -1.7074 0.211 -0.337 -0.209
H 4.7690 6.4448 -0.4165 -0.141 -0.215 0.337
H 3.9439 5.2020 -1.3773 -0.111 -0.110 -0.082
H 4.5826 2.8319 1.7300 0.511 1.073 0.528
H 4.5393 1.4785 1.1713 0.370 -1.041 -0.411
```
Positions in Å, forces in eV/Å.

As for the SMILES: COC[C@H](C)N.COC[C@H](C)N.COC[C@H](C)N.COC[C@H](C)N.CCO.CCO. As for the LUMO energy: 0.378 eV. As for the HOMO-LUMO gap: 9.5 eV. For the HOMO energy, the calculation gives -9.11 eV. The value obtained for the total energy is -1465.863742 a.u. As for the net charge: 0.

Density functional theory data (wB97M-V/def2-TZVPD) for an isolated ion of composition C4H7N2 and charge +1 in a non-equilibrium geometry.

XYZ file:
```
13
Properties=species:S:1:pos:R:3:forces:R:3
C -1.2482 -1.3445 1.2264 1.497 0.770 -0.340
C -0.3052 -0.4124 0.4780 -2.048 0.099 -0.983
C 0.3060 0.7542 0.8019 0.699 -1.080 1.234
N 1.0059 1.1944 -0.2873 -1.248 0.784 -0.491
C 0.5956 0.5157 -1.3666 0.735 -1.762 0.797
N -0.1737 -0.4862 -0.9040 0.596 0.551 -0.361
H -2.2145 -0.8782 1.3927 -0.026 -0.030 0.045
H -0.7265 -1.5409 2.1619 -0.480 -0.321 0.169
H -1.3445 -2.2562 0.6446 -0.144 -0.155 0.188
H 0.3753 1.1748 1.7914 0.188 0.267 -0.169
H 1.4807 2.0813 -0.2648 0.368 0.046 -0.389
H 1.0754 0.3789 -2.3236 -0.107 0.914 -0.169
H -0.5373 -1.1812 -1.5488 -0.028 -0.083 0.468
```
Positions in Å, forces in eV/Å.

As for the SMILES: Cc1c[nH]c[nH+]1. As for the LUMO energy: -3.697 eV. As for the HOMO-LUMO gap: 10.8 eV. For the HOMO energy, the calculation gives -14.46 eV. The value obtained for the total energy is -265.892703 a.u. As for the net charge: +1.

Density functional theory data (wB97M-V/def2-TZVPD) for an isolated ion of composition C5H6N and charge +1 in a non-equilibrium geometry.

XYZ file:
```
12
Properties=species:S:1:pos:R:3:forces:R:3
C 1.6918 2.0128 0.1233 0.443 -2.465 -0.447
C 1.3643 0.8283 0.2613 -0.273 1.995 0.248
C -1.0364 -0.9035 1.3560 -0.314 0.463 -1.659
C 0.8224 -0.4160 0.4695 -1.174 1.757 -1.198
C -1.1841 -0.4076 -1.0926 -2.065 1.341 -2.572
N -0.5728 -0.6435 0.1740 1.080 -1.166 3.795
H 2.3417 2.7577 -0.2824 -0.326 0.629 0.260
H -0.6689 -1.1441 2.3826 0.123 0.291 -1.091
H 1.3515 -1.1767 0.9074 1.051 -1.910 0.742
H -1.2080 -1.3408 -1.7854 0.472 1.605 1.367
H -0.6181 0.4961 -1.5569 -0.915 -1.831 0.567
H -2.2833 -0.0625 -0.9567 1.899 -0.708 -0.013
```
Positions in Å, forces in eV/Å.

As for the LUMO energy (spin up / spin down): -6.368 / -6.193 eV. As for the HOMO-LUMO gap (spin up / spin down): 7.5 / 8.8 eV. For the HOMO energy (spin up / spin down), the calculation gives -13.84 / -14.98 eV. The value obtained for the total energy is -248.359553 a.u. As for the net charge: +1.

Which energy above the lowest of the compared OMol25 structures with the same formula, charge and spin belongs to each record? In order, 0.0; 80.8; 9.9; 160.7 kcal/mol.